An isolated molecule of C5H10N2O3, computed with wB97M-V/def2-TZVPD.

For the total energy, the calculation gives -14466.290 eV. The energy above the lowest of the compared OMol25 structures with the same formula, charge and spin is 469.02 kJ/mol. For the LUMO energy, the calculation gives 0.71 eV. Its largest force on an atom is 6.63 eV/A. The value obtained for the orbital gap is 10.129 eV.

Bonds (Å) are listed after each position.
Atoms and positions in Å:
1 C -2.2239 -1.2929 1.5559  C2 1.543, H6 1.138, H7 1.001, H8 1.057
2 C -1.4201 -0.0421 1.9676  C1 1.543, H9 1.121, H10 1.025, O18 1.438
3 C 0.6371 -0.5656 0.9317  C4 1.579, O18 1.334, O19 1.228
4 C 1.5947 0.1016 -0.1322  C3 1.579, H11 1.214, H12 0.995, N16 1.412
5 C 0.5216 2.0751 -1.2537  H13 1.073, H14 1.134, H15 1.059, N16 1.469
6 H -2.9782 -1.5764 2.3593  C1 1.138
7 H -1.6118 -2.0848 1.5685  C1 1.001
8 H -2.6699 -1.1725 0.6055  C1 1.057
9 H -2.0567 0.8802 1.9478  C2 1.121
10 H -1.0433 -0.1088 2.9187  C2 1.025
11 H 2.1118 1.0626 0.3986  C4 1.214
12 H 2.2905 -0.4808 -0.5406  C4 0.995
13 H 0.2750 2.3428 -0.2446  C5 1.073
14 H 1.4755 2.5017 -1.6937  C5 1.134
15 H -0.2448 2.2651 -1.9601  C5 1.059
16 N 0.6733 0.6262 -1.0646  C4 1.412, C5 1.469, N17 1.317
17 N 0.4527 -0.2571 -2.0166  N16 1.317, O20 1.224
18 O -0.4240 0.2414 0.9704  C2 1.438, C3 1.334
19 O 0.7351 -1.4727 1.7538  C3 1.228
20 O -0.0720 0.2476 -3.0001  N17 1.224

=====

An isolated molecule of C5H10N2O3S, computed with wB97M-V/def2-TZVPD.

For the total energy, the calculation gives -25301.962 eV. The energy above the lowest of the compared OMol25 structures with the same formula, charge and spin is 430.06 kJ/mol. For the LUMO energy, the calculation gives 0.34 eV. Its largest force on an atom is 5.68 eV/A. The value obtained for the orbital gap is 8.685 eV.

Bonds (Å) are listed after each position.
Atoms and positions in Å:
1 C 0.8992 0.0513 1.6881  C2 1.360, C3 1.403, H12 1.083
2 C -0.3249 0.5813 1.4245  C1 1.360, N6 1.384, H13 1.101
3 C 1.7923 -0.8703 1.1207  C1 1.403, N7 1.493, H14 1.051, H15 1.056
4 C 0.9029 -0.8679 -1.1972  C5 1.352, N7 1.316, H16 1.079
5 C 0.0361 -1.8797 -0.9673  C4 1.352, H18 1.109, H19 1.003
6 N -1.2234 0.3134 0.4058  C2 1.384, S11 1.629, H17 1.135
7 N 1.8385 -0.5368 -0.3336  C3 1.493, C4 1.316, H21 1.000
8 O -2.5459 2.3233 0.5731  S11 1.416
9 O -1.1406 2.1128 -1.4391  S11 1.576, H20 1.043
10 O -3.0661 0.7158 -1.2383  S11 1.441
11 S -2.1078 1.4077 -0.4146  N6 1.629, O8 1.416, O9 1.576, O10 1.441
12 H 1.2741 0.6114 2.5358  C1 1.083
13 H -0.7528 1.3904 2.0357  C2 1.101
14 H 2.8057 -0.7253 1.3585  C3 1.051
15 H 1.5168 -1.8839 1.2267  C3 1.056
16 H 0.8969 -0.3704 -2.1550  C4 1.079
17 H -0.8079 -0.4501 -0.3237  N6 1.135
18 H -0.0873 -2.2059 0.0855  C5 1.109
19 H -0.7369 -1.9653 -1.6003  C5 1.003
20 H -1.4855 1.9079 -2.4020  O9 1.043
21 H 2.3167 0.3404 -0.3830  N7 1.000